No. 1
This record from OMol25 describes an isolated ion of composition C7H17N2S and charge +1 in a non-equilibrium geometry. The level of theory is ωB97M-V with the def2-TZVPD basis set.

Output
charge = +1
HOMO = -12.20 eV
ΔE to the lowest compared entry with this formula, charge and spin = 50.5 kcal per mole
E_LUMO = -2.93 eV
molar mass = 161.3 u
electronic energy = -784.304514 Eh

CARTESIAN COORDINATES (ANGSTROEM)
C -2.61 -0.90 0.45
N -1.36 -0.12 0.73
C -0.03 -0.48 0.09
C 0.69 -1.51 0.96
C -0.11 -0.92 -1.35
S 1.39 -0.78 -2.24
C 2.19 0.40 -1.04
C 0.80 0.90 -0.03
C 0.08 1.97 -0.86
N 1.07 1.16 1.41
H -2.90 -0.83 -0.51
H -2.48 -2.06 0.69
H -3.42 -0.59 1.12
H -1.17 -0.18 1.69
H -1.54 0.90 0.71
H 0.36 -1.38 2.06
H 1.69 -1.35 0.76
H 0.64 -2.55 0.64
H -0.51 -1.89 -1.45
H -0.87 -0.38 -1.89
H 2.64 1.21 -1.51
H 2.83 -0.19 -0.44
H 0.48 2.97 -0.59
H -0.95 1.84 -0.72
H 0.25 1.63 -1.94
H 0.79 2.14 1.52
H 2.03 0.99 1.74

No. 2
This record from OMol25 describes C3H8N2O2 as an isolated structure in a non-equilibrium geometry. The level of theory is ωB97M-V with the def2-TZVPD basis set.

Output
HOMO = -7.85 eV
ΔE to the lowest compared entry with this formula, charge and spin = 149.1 kcal per mole
E_LUMO = 0.41 eV
molar mass = 104.1 u
electronic energy = -378.903391 Eh

CARTESIAN COORDINATES (ANGSTROEM)
C -1.14 -0.78 0.28
C 0.53 2.02 0.00
N -0.13 -0.84 1.25
C -0.45 -0.36 -1.11
O 0.91 0.70 -0.38
O 0.40 -2.21 1.18
N -0.11 -0.94 -2.12
H 0.78 -2.30 2.07
H 0.78 -0.03 0.63
H 0.69 -0.69 -2.70
H -1.86 -0.01 0.53
H -1.65 -1.72 0.02
H 0.07 2.01 1.00
H 1.39 2.69 0.06
H -0.20 2.44 -0.70

No. 3
This record from OMol25 describes C5H12N2 as an isolated structure in a non-equilibrium geometry. The level of theory is ωB97M-V with the def2-TZVPD basis set.

Output
HOMO = -8.09 eV
ΔE to the lowest compared entry with this formula, charge and spin = 87.8 kcal per mole
E_LUMO = 0.56 eV
molar mass = 100.2 u
electronic energy = -307.089383 Eh

CARTESIAN COORDINATES (ANGSTROEM)
C 0.69 2.09 1.98
C 0.22 1.48 0.72
C 1.47 -1.00 1.48
N 0.61 -0.36 0.82
N -0.25 1.76 -0.35
H -0.39 0.44 -1.31
H 1.78 2.13 2.00
H 0.36 1.48 2.83
H 0.28 3.09 2.07
H 1.96 -1.89 1.09
H 1.79 -0.64 2.46
C -1.80 -1.30 -1.71
C -0.46 -0.63 -2.00
H -1.87 -1.61 -0.67
H -1.97 -2.18 -2.33
H -2.63 -0.60 -1.88
H -0.45 -0.23 -3.02
H 0.35 -1.36 -2.00
H 0.32 -0.65 -0.19